Below is a structure of composition C33H40N4P2Ru, with properties calculated with wB97M-V/def2-TZVPD.

```
80
Properties=species:S:1:pos:R:3:forces:R:3
H -0.212584 4.724360 -0.527479 -0.10 -0.18 0.12
H 3.997646 -0.772987 -4.418707 0.11 -0.04 -0.17
C -0.574746 2.313527 -3.704639 -1.11 0.29 -0.58
C -5.319823 -1.305819 -8.470685 -0.32 -2.84 0.81
H 2.074845 -4.347724 -5.338025 0.01 -0.10 -0.12
C -1.938165 2.613774 -1.596198 -1.87 -0.93 -1.01
C -4.167555 -2.348630 -6.818443 0.64 1.95 0.62
H -1.007655 -2.405098 -6.594599 0.05 -0.02 -0.47
C -0.313092 -0.577135 -0.198896 -0.01 -0.19 -0.23
C -1.133365 -1.366920 -6.962776 -0.39 -0.17 0.16
C 2.766759 -4.505819 -7.454228 -0.52 0.84 0.80
C 2.598495 0.724713 -6.959777 0.48 0.28 -0.36
H 3.118540 -5.523917 -7.553106 -0.02 0.17 0.16
H -2.873239 2.928730 -1.205065 -0.79 -0.20 0.77
C 1.518129 -2.142379 -3.958843 1.29 -0.92 1.09
H 0.331211 0.031467 0.448598 -0.15 -0.51 -0.05
C -2.588390 2.336372 -6.483954 0.08 0.05 -0.97
Ru -0.719170 -1.346030 -4.495387 -0.18 -0.74 1.10
H -1.747443 2.968100 -9.640201 -0.12 -0.15 0.25
C 0.732526 1.927200 -3.074393 0.56 -1.82 -0.45
H -5.670423 -3.476413 -7.968840 0.08 0.06 -0.04
H -0.639908 1.721776 -4.634314 0.11 0.31 0.29
H 1.986009 -1.574372 -3.145831 -0.37 0.07 -0.31
C -5.144466 -2.551541 -7.783179 -1.20 1.61 -2.08
C 0.052595 3.927994 -1.235790 0.37 -0.71 -0.92
H -0.308464 1.878503 -0.375252 -0.21 -0.03 0.96
H -5.969493 -1.096082 -9.306306 -0.04 -0.05 0.09
H 0.517175 -0.361364 -7.849577 0.24 -0.29 0.56
H -2.773222 2.394343 -3.543955 0.31 -0.12 0.29
P 1.239008 -1.307271 -5.552498 1.56 0.64 -3.36
H -0.084864 0.462870 -6.421166 0.20 -0.41 -0.46
N 1.839775 -2.610903 -6.609397 -0.31 0.41 0.26
H -1.447822 0.393802 -8.881528 -0.04 0.18 0.17
H 1.068198 0.932853 -3.459045 -0.25 0.97 -0.08
H 0.718523 -2.808945 -3.531288 0.51 0.66 -0.43
H -0.584090 3.361576 -4.045595 0.10 -0.30 0.24
C 1.545234 3.629156 -1.356154 -0.17 0.30 0.36
C 4.677468 0.513193 -6.127243 -0.38 -0.50 0.50
C 2.231389 -3.917013 -6.312547 0.36 -0.60 -1.02
H -2.765345 4.294681 -7.465086 0.07 -0.06 -0.05
C 0.120626 -0.536308 -6.841157 0.26 0.43 -0.59
C -2.251230 -2.006270 -0.522375 0.11 -0.02 0.02
C 1.675648 2.446298 -2.284772 0.77 1.17 0.44
H 5.747953 0.647097 -6.006811 -0.30 -0.21 0.17
H 2.704953 2.059139 -2.350473 -0.69 -0.37 0.22
C -0.913881 -1.350957 -2.397766 0.92 -0.19 -1.31
C -1.812244 1.220998 -8.285973 -0.20 0.87 0.34
C -2.495866 3.251539 -7.527585 0.15 -0.85 0.46
C 3.907817 1.091514 -7.176705 -1.19 -0.37 0.46
H 1.982672 3.447547 -0.355919 -0.06 -0.23 -0.52
H -4.302716 0.641095 -8.107125 0.05 0.30 0.09
C -1.924102 2.006939 -2.959571 0.82 0.55 -1.16
H 1.734068 1.032379 -7.529647 0.28 -0.08 0.19
C -1.962236 -2.093613 -1.883533 -0.05 0.55 0.61
H 1.916872 -1.440985 -8.420662 0.36 -0.19 0.01
C -0.015906 -0.693001 -1.563552 -0.50 0.04 0.98
H -2.507321 -2.721982 -2.572637 -0.50 -0.04 0.22
P -2.298001 -0.473921 -5.863423 -1.37 2.98 -1.86
C 2.160205 -2.380533 -7.951896 0.14 -0.87 -0.21
H 4.233482 1.703766 -8.008682 0.05 -0.04 0.29
H 2.279877 -2.823981 -4.334757 0.24 -0.15 0.41
C 2.733398 -3.519806 -8.487191 -0.58 0.73 0.60
H -1.584220 -1.405382 -7.965214 0.35 -0.20 0.31
C -0.750123 2.682950 -0.945646 2.77 1.73 -0.10
N -2.158174 1.091546 -6.927175 -0.47 -0.76 0.46
N 2.511277 -0.102676 -5.826232 -0.30 -0.35 0.77
H -3.111779 -2.521094 -0.112921 0.11 -0.08 0.07
N -3.785340 -1.007987 -6.807615 -0.57 -1.04 -0.79
C -1.979087 2.551120 -8.664596 -0.21 -0.80 0.74
H 3.068118 -3.620568 -9.510912 -0.02 -0.02 0.18
H -0.268451 4.269573 -2.236718 -0.28 0.21 0.60
H 0.916454 -0.285851 -1.929513 -0.22 0.10 0.06
H 2.072890 4.509686 -1.754112 -0.10 -0.23 0.11
H -3.702641 -3.036323 -6.130776 -0.08 -0.16 0.05
H -2.031530 0.910534 -2.918341 -0.05 0.16 0.44
C -4.471298 -0.387885 -7.855599 1.24 -0.25 1.54
H -2.939990 2.456846 -5.470069 0.00 0.04 -0.23
H -1.664758 -1.142339 1.364206 -0.08 -0.06 -0.01
C 3.813717 -0.215469 -5.325854 0.55 0.50 -0.38
C -1.437433 -1.232468 0.309987 0.02 0.28 -0.11
```
Forces are in eV/Å.

Its highest occupied orbital energy (spin up / spin down) is -11.6 / -12.7 eV. As for the total charge: +2. The molar mass is 655.73 g mol⁻¹. As for the HOMO-LUMO gap (spin up / spin down): 0.144 / 0.140 hartree. The multiplicity is 5.

Here are the Löwdin charges for atoms 1 to 2, given in e: 0.1659 0.1059

---

Below is a cluster of 11 separate species, C40H99N9O11 in total, with properties calculated with wB97M-V/def2-TZVPD.

```
159
Properties=species:S:1:pos:R:3:forces:R:3
H 17.387524 18.101633 1.728002 -0.43 -0.16 0.59
H 17.606675 12.704276 11.075384 -0.01 0.12 0.02
C 25.492661 15.946281 13.738763 -0.14 0.18 1.38
C 22.254757 18.333552 14.577229 0.40 -0.67 0.43
N 23.410343 19.053653 14.559519 -0.84 0.23 0.21
N 21.240227 18.830338 13.813147 -0.23 0.47 -0.12
C 16.494620 16.182999 3.120970 0.56 -0.39 1.04
C 21.834425 13.979174 9.694657 0.27 -0.85 0.27
H 19.032536 10.656220 7.491885 -0.13 -0.11 -0.28
C 19.599784 13.417080 10.662281 -2.56 -1.61 0.10
H 20.159495 20.113519 7.851596 0.17 0.09 0.25
H 18.276253 12.395648 16.028378 0.03 -0.02 0.15
H 20.584350 15.906546 13.234448 -0.09 -0.25 0.02
N 26.446218 14.994620 13.485483 -0.27 0.29 -0.01
H 22.435898 13.642648 10.547022 -0.14 -0.13 0.08
C 23.741489 16.380572 6.824127 -0.04 0.46 -0.41
H 19.455618 17.718113 11.493704 0.34 0.03 0.39
H 21.696118 14.697138 12.501430 0.18 0.10 0.15
C 17.260339 20.218492 8.988189 0.44 0.04 0.11
H 18.813565 18.576142 2.496601 0.65 -0.42 -0.01
H 21.923372 16.494010 12.331948 0.44 -0.38 0.28
N 24.346374 15.413148 14.271009 -0.14 0.61 -0.79
H 21.197768 19.797967 13.553286 0.12 -0.02 -0.19
H 24.447783 17.576165 5.414071 -0.09 -0.07 0.00
H 25.250644 10.594097 10.601387 0.29 -0.05 0.44
H 17.794051 20.990698 11.494461 -0.06 0.02 0.00
C 20.521229 9.111715 7.862121 -2.09 1.35 -1.20
H 18.266578 11.843520 9.777693 0.36 0.17 -0.36
H 17.336674 13.046279 17.931566 0.10 -0.05 -0.08
H 18.424407 18.247471 5.101843 0.10 0.12 -0.20
H 17.299719 15.754588 6.590987 0.03 -0.07 0.48
H 21.053972 12.659746 12.060908 0.08 -0.38 -0.23
H 23.740670 16.525346 7.902284 0.34 -0.22 0.10
H 23.407255 19.951972 14.117876 0.44 -0.03 -0.16
H 20.007698 23.745793 6.871069 0.06 0.14 0.03
O 24.047277 17.678182 6.281229 -0.15 -0.13 0.20
H 20.473130 8.212397 7.251854 0.43 -0.25 0.28
C 21.461698 15.439016 9.883833 -0.45 -0.47 -1.11
H 18.377345 22.614056 11.176824 0.09 0.03 0.04
H 22.538594 10.244540 8.631209 -0.21 0.22 0.11
H 19.415555 13.095173 5.605713 0.05 -0.09 -0.07
H 17.776839 23.712258 7.329310 -0.19 -0.07 -0.07
H 20.530780 16.051406 3.210743 -0.02 0.04 -0.01
H 16.467821 17.284374 16.079049 -0.23 0.02 0.03
H 20.957559 15.758005 8.962965 -0.01 -0.01 -0.06
H 21.572817 21.879662 9.717085 -0.08 -0.30 -0.78
O 21.278106 10.140855 7.176168 0.85 -0.67 0.81
C 17.578193 21.627432 9.465121 1.15 0.78 -0.12
O 20.097690 16.493090 3.948306 0.02 0.25 0.66
H 17.609738 18.370134 12.483242 -0.32 0.34 -0.33
H 19.587833 14.362821 15.029471 -0.02 -0.20 0.00
H 19.837526 20.024052 10.372656 0.05 0.18 -0.70
H 16.259957 17.171259 8.274496 0.20 0.19 0.38
H 17.175704 13.514775 15.228289 -0.04 -0.13 -0.01
H 18.276133 9.039127 7.720761 0.05 0.00 -0.02
H 16.510901 15.459112 8.642112 0.20 0.07 0.28
C 20.458754 23.544340 7.849104 -0.06 -0.02 -1.25
C 21.215253 15.662604 12.375001 -0.30 0.95 -0.69
O 16.992861 17.161997 10.857747 -0.20 0.44 0.41
C 19.838907 22.243912 8.411098 1.70 1.12 -0.54
H 20.979559 10.202554 6.266295 -0.09 -0.11 0.00
H 20.670743 12.056507 9.337261 0.44 -0.08 0.66
H 20.844044 8.959265 8.887525 0.94 -0.15 -0.31
H 19.489239 21.124518 6.620925 -0.16 0.08 0.14
C 18.528153 15.009761 5.069028 0.49 -1.62 -0.87
H 18.564987 17.721467 14.855061 0.20 0.48 -0.14
N 18.804678 15.933184 3.955322 -0.45 -1.07 -0.89
H 14.888322 17.202826 10.598472 0.19 0.06 0.36
H 16.909608 13.719517 5.581261 -0.03 -0.27 -0.09
O 25.649447 17.158678 13.653948 0.24 -0.48 -0.53
C 19.818026 21.070335 10.683847 -0.29 1.14 -0.38
H 19.596878 12.861206 12.871707 -0.75 0.07 -0.31
H 19.381801 17.201415 9.866615 0.08 0.01 -0.12
H 22.038891 14.965356 6.833800 0.44 -0.15 -0.01
C 20.505633 22.124117 9.782588 0.52 -1.84 0.69
N 23.252528 10.563890 9.261588 0.69 0.58 -0.28
O 17.722384 22.749848 7.350599 0.58 -0.32 -0.22
H 15.781082 15.593034 10.817180 -1.11 0.19 0.35
H 15.540764 18.121807 14.733806 -0.12 -0.71 0.06
H 23.567695 16.054083 14.349229 -0.11 -0.15 0.50
N 19.344790 14.822444 10.947300 0.76 1.27 -1.95
H 16.790761 20.254238 8.005225 -0.28 -0.17 0.13
H 20.019052 13.770778 4.022936 -0.56 -0.38 -0.14
H 27.358540 15.261990 13.167835 -0.08 -0.03 -0.14
H 15.659131 15.622948 5.003213 -0.08 -0.16 0.10
H 24.273632 14.490667 14.645493 0.03 -0.16 -0.01
C 19.089250 9.701827 8.011368 0.39 -0.15 0.81
H 18.168166 19.616747 8.909429 0.00 0.04 -0.07
C 16.108994 15.106355 4.153099 -0.13 0.09 -0.52
H 16.867527 17.565594 5.406009 -0.19 -0.06 -0.13
H 16.537725 19.047674 15.695541 0.48 -0.16 0.38
H 24.081029 10.966357 8.862355 -0.13 -0.03 -0.33
H 20.384116 24.449898 8.451117 -0.36 -0.24 0.33
C 20.474538 15.760275 11.015067 0.69 0.05 0.96
H 17.039734 18.855131 4.208267 -0.08 -0.13 -0.17
H 16.454673 23.470489 9.941211 0.49 -0.13 0.22
C 17.813985 16.877094 3.513881 -0.97 1.90 -0.45
C 19.674219 13.986253 5.035212 0.86 0.94 0.43
H 24.241824 18.656328 14.957607 0.07 0.03 -0.02
H 20.085006 13.449357 8.589266 -0.02 0.28 0.03
C 18.248736 17.674855 2.259406 -0.43 0.23 -0.43
H 26.089862 14.066702 13.378167 0.45 -0.29 -0.22
H 17.521093 16.858245 13.770584 -0.25 -0.14 0.16
C 23.250807 10.415622 10.598000 -1.47 -1.97 1.87
H 20.557057 14.464514 5.472463 -0.22 -0.33 0.26
H 21.632302 16.642839 6.738578 0.02 0.07 -0.11
H 17.520660 16.394525 11.138457 0.00 0.39 0.04
O 17.154677 13.700161 17.253339 -0.15 -0.25 -0.08
H 16.494561 15.771382 2.110635 0.42 -0.06 -0.01
H 19.613096 14.367067 16.803228 0.18 0.16 -0.12
C 17.499284 17.948545 4.604109 0.31 -0.12 0.30
N 24.452783 10.600531 11.213676 0.84 0.89 -0.76
C 16.475713 18.033923 15.291481 0.15 0.69 -0.79
C 20.570324 13.125135 9.520164 0.09 1.80 -0.42
H 18.656692 17.073345 1.443557 0.67 -0.15 0.43
O 18.409443 15.061667 11.969235 0.74 -0.66 0.23
H 15.326502 14.531304 3.652738 -0.10 -0.29 0.48
N 18.418394 22.436457 8.543418 -0.98 0.43 1.52
H 20.418605 21.033994 11.597103 -0.65 0.28 0.48
H 24.554538 10.282178 12.157040 -0.12 -0.09 0.04
C 16.299027 22.414346 9.707006 -0.65 0.37 -0.35
H 20.941037 17.770795 10.435042 -0.04 0.29 0.37
C 20.223178 21.120979 7.435198 -0.74 -0.57 -0.72
H 20.598917 23.056569 10.343500 -0.85 0.23 -0.17
O 22.152611 17.280063 15.214681 0.08 0.15 -0.74
H 22.275086 15.875959 5.312506 0.06 -0.15 0.04
H 22.509819 13.869178 8.842638 -0.11 0.07 -0.11
H 24.521656 15.695690 6.492353 0.06 -0.27 0.37
C 17.248603 14.197964 4.660475 0.12 1.23 0.17
H 21.159435 21.223443 6.884783 0.30 0.18 0.59
H 21.519576 23.392885 7.640364 0.01 -0.11 0.14
C 19.976222 12.577079 11.886245 1.34 0.13 0.24
H 18.879598 14.845183 12.796944 -0.39 0.14 0.06
H 17.552842 13.425618 3.955933 -0.17 0.09 -0.23
H 15.699457 21.990843 10.513920 0.05 -0.18 -0.05
H 16.662481 19.747420 9.770042 -0.34 -0.17 -0.36
C 22.369438 15.909594 6.399217 -0.47 0.55 -0.09
H 15.695761 22.462625 8.798120 -0.08 -0.37 0.04
H 15.751936 16.981927 3.133380 -0.19 -0.13 -0.09
H 22.383993 16.022240 9.902158 -0.17 0.25 0.58
H 18.765079 16.611006 6.458932 0.36 -0.08 0.29
O 17.602663 18.849376 13.322149 0.61 -0.39 0.19
C 20.049445 17.220032 10.731222 -0.52 -0.79 -0.51
C 18.364761 21.596092 10.783057 0.15 -0.77 1.09
C 15.765939 16.598975 10.382915 1.79 -1.12 -1.17
H 14.900660 16.123643 8.487725 0.05 -0.15 -0.05
C 17.622994 17.809209 14.302447 -0.63 -0.17 0.28
C 17.883745 13.413286 16.054870 -0.37 0.51 -0.13
O 22.299328 10.013486 11.285768 0.24 0.65 -1.15
H 19.742439 11.537362 11.667035 0.09 -0.07 0.28
H 18.545540 15.458634 15.925127 -0.09 -0.04 0.06
C 18.218033 12.857055 10.175824 -0.71 -0.42 1.57
C 18.373277 15.593503 6.478130 -0.85 1.53 -0.65
H 18.755930 15.097499 7.368132 0.16 -0.52 -0.36
C 15.906144 16.332868 8.877111 -1.24 0.13 -0.34
H 17.575236 13.491970 9.566451 0.63 0.24 -0.42
H 20.545274 18.230531 13.409758 -0.16 -0.09 0.42
H 18.995888 9.958424 9.068243 -0.47 -0.07 -0.04
C 18.968980 14.454367 15.926708 0.39 0.05 0.13
```
Forces are in eV/Å.

Its highest occupied orbital energy is -7.9 eV. Its energy above the lowest of the compared OMol25 structures with the same formula, charge and spin is 0.00 kJ/mol. As for the total charge: 0. The molar mass is 882.28 g mol⁻¹. As for the HOMO-LUMO gap: 0.297 hartree.

Here are the Löwdin charges for atoms 1 to 2, given in e: 0.0816 0.0804

---

Below is an isolated molecule of C7H12N2O2, with properties calculated with wB97M-V/def2-TZVPD.

```
23
Properties=species:S:1:pos:R:3:forces:R:3
H 1.124034 -2.370948 -0.266412 0.73 -1.37 -0.17
H 1.601605 -1.619909 1.329664 1.60 -1.15 1.48
O 5.287215 0.160168 -0.078635 -2.34 -0.25 0.28
C 1.787771 0.306971 0.070728 4.17 0.24 -0.27
C 1.900828 1.775930 0.230625 -1.74 -1.30 -1.54
H -1.645911 -1.694669 0.443344 -0.76 -1.72 1.60
C 0.626401 -0.424899 0.131152 -0.08 -2.04 -0.19
H -1.040635 -1.748881 -1.246507 -0.90 -0.82 0.05
H -1.621186 1.666104 0.417078 0.41 0.38 0.30
H -0.300247 2.000177 -0.873423 -0.92 -0.45 0.86
H -1.849691 1.297253 -1.193651 -1.29 0.02 -1.43
O 3.254195 -1.544114 -0.538198 0.83 -0.37 -0.33
H -2.566227 -0.784432 -0.796552 0.63 -0.80 0.14
H 1.050591 2.003915 0.838287 -0.20 0.92 0.44
C 0.883515 -1.844355 0.618226 -3.25 1.35 -1.04
H 2.842082 1.872290 0.667262 1.16 1.39 0.60
N 4.116955 0.479298 0.186357 3.53 0.48 -0.07
H 1.784468 2.187887 -0.791750 0.41 0.48 0.68
N 3.147550 -0.385271 -0.145780 -4.73 1.12 0.36
H -0.098449 -2.160442 1.023044 1.26 -0.37 0.25
C -0.622152 -0.087011 -0.255547 -0.20 1.27 0.25
C -1.596035 -1.220633 -0.467531 0.22 2.99 -1.95
C -1.096777 1.319900 -0.471778 1.47 0.00 -0.30
```
Forces are in eV/Å.

Its highest occupied orbital energy (spin up / spin down) is -8.8 / -7.8 eV. Its energy above the lowest of the compared OMol25 structures with the same formula, charge and spin is 827.79 kJ/mol. As for the total charge: 0. The molar mass is 156.19 g mol⁻¹. As for the HOMO-LUMO gap (spin up / spin down): 0.290 / 0.234 hartree.

Here are the natural (NBO) charges for atoms 1 to 2, given in e: 0.2442 0.2204

---

What are the maximum force values for these records? In order: 3.765 3.089 4.871 eV/A.